[1]
{
  "formula": "C6H14ClIO3PRe",
  "method": "the ωB97M-V functional and the def2-TZVPD basis",
  "elements": ["H", "H", "H", "C", "C", "H", "O", "H", "H", "C", "C", "H", "C", "O", "H", "P", "H", "O", "Cl", "C", "H", "Re", "H", "H", "H", "I", "H"],
  "coordinates": [[-3.903, 2.669, -6.008], [2.145, -2.846, -2.257], [-3.352, 3.085, -4.313], [1.448, -2.395, -1.540], [-1.063, -1.094, -0.160], [0.465, -2.874, -1.617], [-4.007, 0.051, -4.616], [0.625, 0.041, 1.875], [1.077, 0.462, -4.027], [1.204, -0.579, -3.710], [3.045, -0.095, -1.584], [3.065, 1.000, -1.513], [-3.225, 2.400, -5.174], [-1.564, -2.071, 0.251], [3.672, -0.441, -2.414], [1.305, -0.603, -1.888], [-2.168, 2.442, -5.494], [0.886, 0.564, 1.093], [1.060, 2.586, -1.035], [-3.453, 1.075, -4.704], [2.127, -0.996, -4.133], [-0.212, 0.571, -0.783], [3.392, -0.528, -0.635], [1.829, -2.525, -0.519], [1.368, 1.385, 1.325], [-2.060, 0.990, -2.124], [0.341, -1.169, -4.042]],
  "forces_ev_per_angstrom": [[0.000, -0.485, 0.260], [-0.098, 0.248, 0.066], [-0.035, -0.086, -0.402], [-0.909, 0.086, 0.733], [-3.413, -6.587, 2.722], [0.298, -0.144, -0.103], [3.380, 4.749, 0.035], [0.356, 0.378, 0.067], [0.158, -0.206, -0.180], [-0.872, 0.615, 0.009], [-0.374, 0.818, 0.715], [0.350, -0.342, -0.117], [1.323, 0.866, 0.582], [2.486, 4.811, -2.028], [-0.261, -0.053, 0.144], [4.364, -3.229, -3.017], [-0.265, 0.230, -0.078], [-0.297, -0.129, -0.240], [-1.320, -1.472, 0.027], [-5.034, -5.088, -1.377], [-0.186, 0.087, 0.271], [4.095, 4.176, 4.753], [-0.045, 0.128, -0.271], [-0.040, -0.098, -0.228], [-0.092, -0.293, 0.229], [-3.751, 0.945, -2.587], [0.182, 0.076, 0.015]],
  "total_charge": 3,
  "total_energy_ev": -44602.0241,
  "lumo_energy_ev": [-12.360, -14.395],
  "multiplicity": 4,
  "orbital_gap_ev": [8.118, 6.860],
  "relative_energy_kcal_mol": 0.0,
  "s_squared": 3.773
}



[2]
{
  "formula": "C6H14ClLiO7",
  "method": "the ωB97M-V functional and the def2-TZVPD basis",
  "elements": ["Cl", "O", "H", "O", "H", "H", "O", "H", "H", "H", "H", "H", "H", "Li", "O", "C", "H", "C", "O", "H", "C", "O", "O", "H", "C", "C", "C", "H", "H"],
  "coordinates": [[-2.231, 1.748, -6.236], [-1.213, 1.866, -7.218], [-1.933, -3.998, -1.525], [-1.763, 0.826, -5.259], [-2.484, 4.273, 1.615], [-1.447, -3.785, 0.155], [-2.647, -2.326, -0.387], [2.404, -1.132, 4.288], [3.031, -1.867, 0.603], [3.159, 0.408, 3.831], [4.722, -0.596, 2.570], [3.999, -2.123, 2.798], [3.995, -0.306, 0.528], [-0.837, 0.310, -0.761], [2.017, -0.126, 1.193], [-2.654, 3.644, 0.742], [-3.013, -4.379, -0.170], [2.713, -0.509, 3.448], [-1.566, 3.447, -0.110], [0.859, 0.611, 2.858], [3.756, -1.097, 2.520], [-2.312, 2.993, -5.554], [-3.517, 1.357, -6.801], [0.844, -1.104, 2.648], [1.496, -0.232, 2.592], [-2.276, -3.669, -0.544], [3.258, -0.905, 1.062], [-2.970, 2.661, 1.093], [-3.389, 4.010, 0.025]],
  "forces_ev_per_angstrom": [[0.062, 0.354, 1.269], [0.623, -0.138, -2.225], [-0.005, -0.052, -0.624], [-0.232, -2.031, 0.663], [-0.040, 0.604, 0.339], [0.895, -0.884, 0.152], [0.172, -0.262, -0.757], [0.361, -0.113, 0.005], [0.087, 0.137, -0.320], [-0.404, 0.165, 0.280], [-0.087, 0.264, 0.431], [-0.280, -0.257, -0.367], [-0.359, -0.161, -0.397], [-0.862, 0.200, 0.149], [0.181, -0.140, 1.051], [1.217, -1.266, -2.274], [-0.717, -0.417, -0.127], [0.092, 1.085, 0.320], [1.105, -0.502, 0.625], [0.496, 0.338, -0.337], [0.822, -0.677, -0.522], [-1.116, 1.697, 0.073], [0.725, 0.103, 0.052], [-0.124, -0.189, -0.253], [0.513, -0.893, -1.687], [0.283, 2.210, 1.422], [-1.447, 0.443, 1.676], [-0.740, -0.232, 0.635], [-1.221, 0.611, 0.747]],
  "total_charge": -2,
  "total_energy_ev": -33497.6819,
  "lumo_energy_ev": 3.976,
  "multiplicity": 1,
  "orbital_gap_ev": 4.762,
  "relative_energy_kcal_mol": 82.4
}



[3]
{
  "formula": "C6H14FN4O",
  "method": "the ωB97M-V functional and the def2-TZVPD basis",
  "elements": ["C", "H", "H", "H", "H", "H", "H", "H", "H", "C", "N", "N", "H", "N", "C", "H", "C", "O", "N", "H", "C", "C", "F", "H", "H", "H"],
  "coordinates": [[0.527, -1.001, 1.438], [0.833, -0.082, -4.677], [0.704, 1.534, 1.461], [-2.538, -0.758, 2.642], [-1.644, 0.292, -2.127], [2.161, -0.551, 2.696], [2.134, 1.743, 2.467], [1.699, -1.276, -3.770], [0.746, -2.076, 1.597], [1.833, -0.270, 1.690], [0.915, -0.660, -3.865], [-2.004, 0.999, -0.038], [-1.167, 0.841, -3.725], [-1.031, 0.238, -2.938], [-1.798, -0.611, 1.840], [-2.127, 1.545, 1.949], [-2.030, 0.731, 1.223], [0.132, -1.321, -1.827], [-0.467, -0.540, 2.393], [-1.968, -1.384, 1.068], [0.015, -0.635, -2.816], [1.747, 1.247, 1.578], [2.841, -0.719, 0.801], [-2.050, 2.010, -0.165], [0.217, -0.872, 0.396], [2.319, 1.574, 0.709]],
  "forces_ev_per_angstrom": [[-0.555, 0.262, 0.429], [-0.008, 0.050, 0.015], [-0.046, 0.011, 0.018], [-0.055, -0.089, -0.020], [0.178, 0.197, 0.146], [0.153, 0.001, -0.053], [0.064, 0.055, 0.001], [0.032, 0.007, 0.029], [0.053, -0.101, -0.306], [-0.225, 0.209, 0.389], [-0.085, -0.121, 0.030], [-0.120, -0.161, -0.002], [0.060, 0.018, 0.007], [-0.128, -0.208, -0.127], [0.109, 0.000, 0.024], [0.143, -0.025, 0.117], [0.054, 0.136, -0.201], [0.393, -0.564, -0.227], [0.043, 0.060, -0.114], [0.024, -0.101, 0.029], [-0.390, 0.535, 0.137], [-0.109, -0.096, -0.159], [0.125, -0.186, -0.006], [0.063, 0.027, -0.008], [0.190, 0.061, -0.122], [0.038, 0.023, -0.027]],
  "total_charge": -1,
  "total_energy_ev": -17174.1553,
  "lumo_energy_ev": 3.220,
  "multiplicity": 1,
  "orbital_gap_ev": 4.862
}



[4]
{
  "formula": "C6H14IN",
  "method": "the ωB97M-V functional and the def2-TZVPD basis",
  "elements": ["H", "H", "H", "I", "H", "H", "H", "C", "H", "C", "H", "H", "C", "H", "C", "H", "H", "H", "H", "C", "C", "N"],
  "coordinates": [[-0.741, 2.432, -0.962], [-2.500, 0.063, 2.976], [1.489, -1.209, -0.009], [4.662, -0.243, 0.303], [-0.167, -0.503, -3.144], [-1.531, -1.306, 2.509], [-1.297, 0.767, -2.517], [0.471, -1.374, -0.251], [0.314, -2.295, -0.856], [0.092, -0.050, -0.980], [1.018, 3.024, -0.742], [-1.587, 0.994, 0.705], [-0.770, -0.118, -2.239], [-0.095, -1.427, 0.665], [-2.110, -0.461, 2.172], [-1.622, -0.762, -2.164], [0.486, 2.319, -2.265], [-3.023, -0.745, 1.551], [-0.362, 0.751, 2.064], [0.364, 2.229, -1.178], [-1.211, 0.377, 1.413], [0.659, 1.026, -0.511]],
  "forces_ev_per_angstrom": [[1.329, 0.464, -0.301], [-0.744, 0.972, 2.077], [1.091, -0.371, 0.369], [-0.090, 0.034, -0.014], [-0.744, 0.675, 1.405], [-0.351, -0.695, 0.425], [0.371, 1.205, -0.184], [-1.067, 0.726, -1.582], [0.155, 0.748, 0.337], [1.354, 0.344, 0.398], [-0.823, -0.335, -0.256], [-0.875, 1.880, -2.125], [0.981, -0.738, -0.787], [-0.174, -0.246, 0.214], [-1.298, -1.649, -2.485], [-0.197, -1.172, 0.515], [0.079, -0.596, 0.075], [1.192, -0.161, 0.772], [-0.730, -0.304, -1.415], [-1.162, 2.420, 0.490], [2.032, 0.214, 3.461], [-0.330, -3.416, -1.390]],
  "total_charge": 0,
  "total_energy_ev": -16035.4143,
  "lumo_energy_ev": [0.826, -3.058],
  "multiplicity": 1,
  "orbital_gap_ev": [10.319, 4.687],
  "relative_energy_kcal_mol": 53.1
}